This record from the OMol25 dataset describes C47H50BrN6O7SScSe2Si as an isolated structure at a distorted geometry. The level of theory is ωB97M-V/def2-TZVPD.

Calculated values
* relative energy (zero: lowest compared OMol25 entry of this formula, charge and spin): 20.56 kcal/mol
* spin multiplicity: 1
* molecular weight: 1153.88 g mol⁻¹
* highest occupied orbital energy (spin up / spin down): -0.06406 / -0.01915 Eh
* total charge: -2

The geometry in XYZ format:
```
116
Properties=species:S:1:pos:R:3:forces:R:3:lowdin_charge:R:1
Sc 1.409926 -0.245930 -0.723475 0.302 -0.640 0.330 0.86
C 3.706026 -5.597830 0.046025 -0.481 0.140 0.255 -0.24
Si 2.142426 -5.583930 1.122025 0.006 -0.746 0.334 0.57
C 1.062426 -7.085630 0.601825 0.462 0.497 0.264 -0.18
C 2.748126 -5.824230 2.926625 -0.270 -0.012 -0.626 -0.18
C 0.953126 -4.119930 1.193425 0.373 0.021 -0.140 -0.27
C -0.049774 -4.058330 2.136625 -0.036 0.012 -0.030 -0.09
C -0.907874 -2.961030 2.193025 -0.040 -0.017 0.010 -0.07
C -0.699174 -1.930130 1.302625 -0.285 0.246 0.189 -0.14
N 0.265726 -1.933930 0.389525 0.149 -0.579 0.145 -0.05
C 1.071926 -3.023330 0.311125 -0.344 0.103 0.010 -0.81
S 2.231726 -2.964230 -0.923275 0.380 0.591 -0.512 0.68
H 4.311126 -6.479530 0.246525 -0.013 -0.267 0.202 0.02
H 4.308226 -4.717630 0.238425 0.106 0.176 0.043 0.01
H 3.456626 -5.580930 -1.007875 -0.070 0.010 -0.171 0.00
H 1.621126 -8.015730 0.639125 0.178 -0.204 0.016 0.01
H 0.702826 -6.955630 -0.414175 -0.046 0.100 -0.221 0.02
H 0.193426 -7.194130 1.244125 -0.168 0.042 0.162 0.01
H 3.425326 -6.668630 3.008525 0.157 -0.213 -0.036 0.01
H 1.928426 -5.992530 3.617925 -0.216 -0.007 0.127 0.01
H 3.280326 -4.937830 3.258125 0.096 0.218 0.018 0.02
H -0.177874 -4.870530 2.839325 -0.040 -0.120 0.144 0.10
H -1.705274 -2.900430 2.918525 -0.051 0.006 0.010 0.09
H -1.342574 -1.058230 1.310125 0.082 0.028 0.029 0.08
C 2.994026 1.596770 7.029725 -0.035 0.151 -0.103 -0.06
C 2.746326 2.703870 5.996025 0.023 0.076 0.142 -0.56
C 4.077426 3.386270 5.647925 -0.147 -0.049 0.099 -0.05
C 1.829126 3.748870 6.640025 0.121 -0.166 -0.131 -0.07
C 2.164026 2.110670 4.718625 -0.158 0.039 -0.021 -0.19
C 2.834026 1.078870 4.071625 -0.141 -0.037 -0.200 -0.10
C 2.355326 0.622970 2.867525 0.248 -0.587 -0.435 -0.49
Br 3.239626 -0.851130 1.985125 -0.042 0.341 0.521 0.82
C 1.231026 1.132070 2.173325 0.226 0.281 0.842 -0.35
O 0.957426 0.690070 0.991625 -0.221 0.052 -0.171 -0.22
C 0.490426 2.106870 2.905725 0.061 -0.368 -0.512 -0.08
C 0.993826 2.561170 4.118325 0.254 -0.020 0.251 0.00
C -0.853574 2.684370 2.456725 -0.213 0.079 -0.035 -0.52
C -0.733074 4.208570 2.301325 -0.020 -0.173 0.022 -0.04
C -1.908874 2.355270 3.529625 0.135 0.080 -0.111 -0.05
C -1.370974 2.134570 1.126625 0.059 -0.014 -0.022 -0.06
H 3.397226 2.017170 7.950525 0.075 0.061 0.113 0.08
H 3.699626 0.860870 6.658525 0.105 -0.145 -0.035 0.07
H 2.063426 1.085770 7.263925 -0.121 -0.091 0.034 0.09
H 4.536726 3.817670 6.537225 0.071 0.046 0.132 0.08
H 3.910626 4.181770 4.925525 0.004 0.091 -0.106 0.09
H 4.771726 2.675170 5.210025 0.123 -0.081 -0.066 0.08
H 2.284526 4.128070 7.555425 0.067 0.004 0.056 0.08
H 0.866026 3.314570 6.899825 -0.151 -0.006 0.009 0.08
H 1.669626 4.593970 5.974425 -0.085 0.099 -0.074 0.08
H 3.718426 0.622270 4.487825 0.122 -0.022 0.026 0.10
H 0.425826 3.320270 4.630425 -0.090 0.137 0.053 0.09
H -0.439274 4.690870 3.231625 0.048 0.065 0.078 0.07
H -1.687274 4.627270 1.986525 -0.126 0.065 -0.041 0.08
H 0.006926 4.442270 1.539625 0.092 0.071 -0.080 0.09
H -1.675974 2.822870 4.483525 0.024 0.058 0.133 0.07
H -1.964274 1.279770 3.689425 -0.019 -0.119 -0.010 0.09
H -2.888574 2.707670 3.210725 -0.132 0.051 -0.056 0.08
H -0.653174 2.300470 0.327725 -0.031 -0.030 -0.052 0.07
H -2.301574 2.639470 0.862325 -0.092 0.072 0.048 0.09
H -1.575874 1.065770 1.189125 0.050 0.008 -0.053 0.06
C -0.986874 -2.802330 -2.738475 -0.268 0.058 -0.206 0.05
C -1.704974 -1.973430 -3.508275 0.247 -0.626 0.462 -0.33
C -1.288374 -1.615330 -4.843875 0.010 0.292 -0.613 -0.07
C -1.975274 -0.752730 -5.614575 0.703 -0.545 0.055 -0.08
C -3.213874 -0.189730 -5.147875 -0.623 -0.011 0.308 -0.08
C -3.726274 -0.556430 -3.967275 -0.253 0.389 -0.335 -0.13
C -2.994474 -1.409730 -3.013575 -0.183 0.242 0.778 -0.41
H -0.050774 -3.223830 -3.058675 0.233 -0.038 -0.147 0.05
H -1.302674 -3.043830 -1.734075 -0.043 0.010 0.139 0.06
H -0.384474 -2.084530 -5.207575 0.056 0.025 -0.080 0.10
H -1.611974 -0.471630 -6.593375 0.098 0.008 0.013 0.09
H -3.741974 0.494670 -5.798075 -0.089 0.041 0.039 0.11
H -4.690074 -0.198430 -3.630375 -0.061 0.141 -0.037 0.10
H -3.636074 -2.198230 -2.612775 0.146 0.120 -0.130 0.08
Se 5.311426 0.582870 -0.770175 -0.028 -0.044 0.073 0.98
N 5.805526 0.241070 -2.465975 0.254 0.037 -0.112 -0.29
C 4.713026 -0.142630 -3.135675 0.184 0.048 0.179 -0.41
C 4.627126 -0.531830 -4.475475 -0.112 -0.045 -0.019 -0.03
C 3.377026 -0.892030 -4.968575 0.193 -0.031 -0.113 -0.08
C 2.263326 -0.876130 -4.149475 -0.412 -0.056 0.256 -0.12
N 2.302826 -0.537030 -2.853475 0.464 0.272 -0.254 0.01
C 3.496426 -0.171630 -2.373375 0.232 0.124 0.226 -0.50
N 3.581926 0.167470 -1.078475 -0.170 -0.044 -0.416 -0.39
H 5.514226 -0.552030 -5.090775 0.053 0.029 -0.067 0.10
H 3.262126 -1.192030 -6.000175 -0.044 0.029 -0.046 0.10
H 1.288126 -1.147830 -4.526075 0.012 0.009 -0.054 0.08
Se -2.697274 -0.263230 -1.344375 -1.148 -0.468 0.166 1.19
C -4.495474 -0.540430 -0.626275 0.356 0.118 -0.204 -0.48
C -5.108274 -1.787730 -0.555275 0.139 0.003 -0.109 -0.12
C -6.388474 -1.917230 -0.048975 -0.086 -0.051 0.065 -0.10
C -7.063674 -0.807230 0.432825 -0.150 -0.009 0.011 -0.12
C -6.447574 0.433070 0.408025 -0.117 0.033 0.091 -0.10
C -5.178074 0.564170 -0.121275 0.270 0.034 -0.168 -0.13
H -4.589474 -2.668130 -0.909075 0.051 -0.061 0.020 0.10
H -6.857474 -2.892130 -0.026075 -0.035 -0.047 0.015 0.10
H -8.071174 -0.907030 0.809625 -0.085 -0.016 0.084 0.09
H -6.959974 1.309570 0.782625 -0.051 0.012 0.022 0.10
H -4.706774 1.536570 -0.170875 0.016 0.076 -0.020 0.09
O 1.143826 1.798870 -1.567175 0.223 -0.162 0.202 0.01
C 0.145526 1.340770 -2.158775 -0.364 1.024 -0.611 -0.60
O -0.262974 0.165270 -1.918175 0.067 -0.364 -0.147 -0.22
C -0.544774 2.181570 -3.183975 0.016 0.032 -0.499 -0.13
C -1.254474 3.310070 -2.809175 -0.143 0.205 0.569 0.03
C -1.799474 4.140070 -3.808475 0.873 -1.349 -0.632 -0.17
C -1.604774 3.847570 -5.149675 -0.465 0.694 0.262 0.09
C -0.900774 2.707870 -5.509375 0.187 -0.311 -0.675 -0.16
C -0.372074 1.855370 -4.519875 0.144 -0.250 0.463 0.05
N -0.710374 2.416970 -6.873875 -0.355 0.520 1.393 -0.43
O -0.136474 1.363270 -7.186875 0.623 -1.046 -0.205 -0.06
O -1.124974 3.225670 -7.720175 -0.442 0.767 -0.899 -0.07
N -2.523874 5.292370 -3.444575 -0.869 1.449 0.260 -0.36
O -2.961274 6.033170 -4.338575 0.192 -0.379 0.610 0.01
O -2.695774 5.532870 -2.241075 0.108 -0.192 -0.785 0.02
H -1.398974 3.562970 -1.772175 0.037 0.025 0.079 0.11
H -2.000374 4.499070 -5.915575 0.041 -0.086 0.041 0.12
H 0.183626 0.979370 -4.805775 0.053 -0.036 -0.097 0.10
```
Forces are in eV/Å.